Below is a molecular structure, C23H30CdClF9N2O6S2, with properties calculated with ωB97M-V/def2-TZVPD.

```
74
Properties=species:S:1:pos:R:3
H 0.6076 0.8312 -0.3061
S 1.9860 4.7331 -2.2922
Cl 1.8844 3.7843 -4.1483
C -1.4966 -3.2877 -2.7460
H 2.8280 -1.5426 1.1063
H -4.6640 -1.4928 1.1421
O -3.5122 -3.5779 -0.9139
H -4.0259 0.1297 -4.3974
O 3.3861 4.5967 -1.6008
C 2.1102 0.6890 2.8784
H 0.0532 -2.6176 -4.5713
H -6.1414 0.7484 -1.8725
F 7.1713 -3.2464 -0.6919
O -1.2811 1.4420 2.7389
C 3.0321 -0.6415 3.2240
F 7.0630 -0.3862 -0.1595
H -5.6571 -1.9641 -1.0993
C -0.0194 2.7552 -1.3565
S 5.5739 -2.5647 -0.8514
C -3.3560 -0.7409 -3.9807
H 1.1588 4.2319 0.0041
O -1.8930 -3.1214 2.2014
C -5.3357 -1.2015 -1.9260
N -0.7413 -0.7449 1.6091
C 4.8423 -0.4664 1.1376
C -2.9492 -2.8627 -2.1042
H -3.4662 -0.5245 3.0052
C 1.1140 1.1077 4.1112
Cd 0.5153 5.8424 0.8113
C -1.6754 0.4217 1.7393
C -0.4828 0.8674 3.8301
O -1.1376 0.0120 4.6637
F 6.2532 -1.5175 -2.0763
H 0.4176 2.2788 0.9386
C -1.2546 -1.9252 2.0704
F 5.2924 -3.7021 -2.1045
C 0.6728 4.2132 -1.0613
H -3.2408 -1.0366 -0.0163
H 4.0956 -2.4185 2.2715
C -5.1317 0.4212 -0.0036
H 3.8405 -0.4287 4.0703
F 5.5036 0.3061 2.2599
H -2.2928 2.1915 0.2822
C 6.0351 -1.3179 0.4374
F 6.7833 -2.0527 1.5252
F 4.2559 0.6227 0.2689
H 0.4517 2.1829 -2.2903
H 2.2859 -1.4320 3.7033
C -0.9650 -2.4041 -4.0346
H -1.5102 -0.5109 -5.5594
H -1.1548 2.9533 -1.6392
C -1.6150 1.2216 0.2702
H -1.8553 0.5248 -0.6388
H -0.1808 5.0335 -1.0652
H 1.5812 0.4866 1.8545
C -0.0597 1.7734 -0.0032
C -4.0411 -0.5755 0.7000
H -4.9573 1.5760 0.2195
F 4.9889 -3.7271 0.2602
H 1.4133 0.4260 5.0408
O 1.7481 6.2676 -2.5693
C -1.8919 -1.1653 -4.6369
H 1.2545 2.2237 4.4906
C -3.8937 -1.6031 -2.6668
H -6.1563 -1.2934 -2.7883
F 4.0378 -1.9018 -1.1835
C 3.6815 -1.3659 1.9025
C -3.2505 0.0817 1.9994
H -3.3711 -4.5667 -1.0381
H -0.8610 -4.1769 -2.2737
H 2.8770 1.5787 2.7141
N -5.3039 0.2467 -1.4948
H -3.7890 1.1330 2.1790
H -6.1847 0.1704 0.5006
```

Its spin multiplicity is 1. Its LUMO energy is -11.560 eV. The total charge is +2. Its largest force on an atom is 11.549 eV Å⁻¹.



Below is a molecular structure, C45H53Cl56N2O3, with properties calculated with ωB97M-V/def2-TZVPD.

```
159
Properties=species:S:1:pos:R:3
Cl 4.8574 -7.7703 -7.0271
C -6.9961 7.5076 10.4491
C 4.2393 -4.6646 -2.5947
Cl -5.9498 -0.8494 6.8566
O 3.5095 -0.0944 -1.0225
C 0.4748 -0.0320 -1.0003
C -6.4426 0.8412 6.6192
C -4.7656 -0.6801 -0.1583
Cl 8.7984 1.4306 5.9226
C -0.2341 2.2500 -1.5870
C 3.4971 1.9925 5.7867
H -5.9153 -0.3509 3.2972
H -6.1726 -1.9134 2.3546
Cl 5.3869 -6.3808 -9.5186
Cl 1.8774 2.6510 -5.3780
Cl 4.4539 -5.0251 5.4847
H -0.0574 -1.0325 -1.2334
C 2.0156 -4.5387 3.2077
Cl 3.4742 1.5441 -3.2236
H 4.4308 2.6566 5.7756
C 2.3111 -4.1398 -12.1949
Cl 2.3113 -5.6167 -13.1796
C -3.3187 5.0037 -11.9628
H -3.0885 2.1943 -1.6510
H -0.9792 1.3777 4.4512
H 3.6824 -5.2628 -3.4020
H 0.6957 2.4745 2.0865
H -3.8700 -1.3262 0.1274
H 7.5908 -4.0802 -1.0402
H 0.9229 -1.1589 0.8745
H 3.8771 -1.8936 1.2933
C 1.7826 4.7309 5.5167
H 3.8485 0.9388 6.1128
Cl -2.8983 -6.1745 -15.3240
C 1.4094 -0.2889 0.2845
Cl -1.4412 -4.1736 -13.8121
H -1.0548 5.7984 2.8077
C -1.8548 0.4260 -1.1020
C 6.1199 -7.2974 -8.1849
C -0.8620 3.6133 3.1861
H -2.0163 3.6379 3.0682
C -0.3128 4.9582 2.5093
C 3.3889 -3.7376 -1.6742
C 3.3062 2.9051 -4.3503
C 1.1439 5.4408 2.9766
C 1.2968 3.4562 6.3575
Cl 2.7530 -2.9663 3.5798
H 2.8197 5.0238 5.9447
Cl 5.9817 -3.0990 7.0460
Cl -3.1240 5.7094 9.9725
C -5.5437 -0.0609 1.1130
H -1.8338 0.0291 -2.1917
C 5.7697 -4.7765 -2.3493
C -4.0381 -1.4756 2.8335
H 1.1280 5.6599 5.6217
H -4.2309 -0.0467 -2.2336
C -0.3784 2.2555 2.4634
Cl -9.4630 -0.7598 -3.5512
H -5.3684 1.1349 -1.3672
H -3.6224 0.3697 4.0596
H 1.1442 0.1877 -1.8987
C 7.6667 0.1058 6.2705
Cl 7.3275 -6.2853 -7.3637
Cl 1.0362 -4.2514 -10.9633
H 2.2600 -3.6271 -1.7820
Cl 8.5715 -1.4073 6.4807
H 0.4497 -1.0111 3.3655
Cl 2.7609 -4.7937 -7.8358
Cl 4.7588 3.0139 -5.3725
Cl 6.9077 -8.7538 -8.8309
Cl -1.6621 -6.8817 -12.7958
H 1.7535 5.6426 2.0138
Cl -2.1163 3.9443 7.9035
Cl 6.7728 0.4670 7.7624
C 1.9575 4.4319 3.9164
H 6.3611 -5.4870 -3.0181
H -4.1586 -2.1264 3.7855
H -1.0582 1.9187 1.6137
H -2.7811 0.3645 2.3649
Cl 0.3885 -4.2744 2.5458
Cl -1.3546 -1.1266 -13.2127
H -5.2256 1.0254 1.3241
Cl 3.8901 -3.9555 -11.3989
C -0.4746 -0.3648 3.1358
C 5.8581 -4.8013 6.5535
Cl -6.9779 1.0721 4.9422
Cl 6.5248 -0.0674 4.9205
Cl -8.1546 -1.6152 -1.1076
H 0.8786 2.3170 -1.8939
O 0.5303 4.3889 -0.3950
H -6.6567 0.0032 0.7927
Cl -0.0105 -6.3452 -15.1201
C -3.0583 -0.2568 3.2835
Cl -5.0686 1.9139 6.9528
Cl 1.8987 -5.5211 4.6890
Cl -8.2540 8.5657 11.1244
H -0.7502 -0.3432 2.0290
H 1.9724 1.5910 7.3593
H -1.6568 -0.7323 5.0732
Cl -3.1590 2.8360 10.3731
Cl -2.6045 6.5886 -11.5976
H -3.1732 1.7659 0.2102
C -3.1370 1.3594 -0.8586
Cl 3.1129 4.4116 -3.4316
Cl -7.7776 1.2306 7.7262
C 6.4643 -3.9676 -1.2229
H 0.5722 2.7618 5.8156
H 3.0048 3.0383 7.8105
C -2.2588 4.1902 9.6561
C -8.1757 -1.7829 -2.8774
C 2.4909 2.5315 6.9211
H -0.6653 3.6491 4.3100
C -0.6502 0.0553 -12.0847
H 3.0259 1.8658 4.7555
Cl -7.0850 7.5384 8.6756
C -1.5010 -5.8925 -14.2627
H -0.3914 4.8833 1.3638
H 1.0318 6.4498 3.5288
H 0.8286 1.2509 4.1563
H -0.8123 2.2137 -2.5937
Cl -5.3975 8.0803 10.9716
Cl 0.2441 -0.7978 -10.8099
C -0.5638 3.6611 -0.8681
H 1.8062 3.3241 3.6972
Cl 0.0553 -5.0701 -6.8279
Cl 2.0079 -2.7353 -13.2392
Cl 0.4563 1.1291 -12.9680
H -5.5243 -1.4023 -0.6649
Cl -4.9411 5.2297 -12.6517
Cl 5.6671 -5.8204 7.9971
H -1.9734 -0.4884 -0.4003
C 1.7489 -5.5523 -6.5900
C 4.0784 -2.9214 -0.5240
C -4.4400 0.4649 -1.2325
C 2.8749 -0.8001 -0.1992
Cl -0.6365 4.2709 10.3772
C -0.1961 1.1400 3.6342
H 1.4752 0.5828 1.0183
H 3.0809 4.6389 3.7147
C -1.7506 -0.9431 3.9454
Cl 7.3392 -5.2710 5.6888
C -5.5069 -0.9837 2.4214
Cl -7.2468 5.8461 11.0260
O -1.7304 4.1619 -0.7437
N 3.3571 -2.0553 0.4203
H 6.1390 -2.4505 0.5416
H -3.5329 -2.1605 2.0625
Cl 2.2957 -5.0258 -4.9830
Cl 3.0105 -5.3941 2.0106
Cl -2.2926 4.1476 -13.1337
C 5.6344 -3.0425 -0.3052
Cl -1.9493 1.0182 -11.3509
Cl -6.6078 -1.2765 -3.5353
H 0.7288 3.8666 7.2761
Cl 1.8841 -7.3206 -6.7108
Cl -8.4789 -3.4794 -3.3121
N -0.5435 1.0595 -0.7428
H -1.8273 -2.0926 3.8268
Cl -3.4378 4.0497 -10.4684
```

Its spin multiplicity is 1. Its LUMO energy is 0.908 eV. The total charge is -1. Its largest force on an atom is 5.602 eV Å⁻¹.



Below is 9 unconnected molecules or ions with the total composition C44H90N4O10, with properties calculated with ωB97M-V/def2-TZVPD.

```
148
Properties=species:S:1:pos:R:3
C -2.4429 4.3864 3.8297
O 2.9768 2.8629 -1.1109
H 1.0868 3.3792 0.8815
H 2.8148 3.0703 -4.3338
C 0.0057 -3.2025 4.4398
N 0.4626 -2.9212 -5.3595
C 2.4506 1.7768 -5.9367
H -3.6478 2.5379 -3.7510
H -1.8888 -2.5474 3.5961
H -2.8408 0.5005 -1.6748
H -1.0163 4.8652 -2.7432
H 0.5900 -4.9910 -5.2939
H -3.5293 0.4306 0.7381
C 1.1066 3.7688 6.2556
O -2.3993 -1.9540 -0.4474
C -1.3341 3.6677 4.5933
H 3.1928 0.7826 -3.3467
H -1.4825 -6.3274 -0.0593
H -0.6578 -5.5860 -7.2117
H 4.0256 1.1777 0.8737
C 0.6879 -0.3212 1.0859
C -1.2810 -4.0995 -0.4540
H -0.6945 0.5328 -1.4108
H 1.2856 -1.5247 -6.7028
H -1.3243 -0.5443 -5.4610
H -3.7890 -5.7185 -0.2990
H 2.5934 -2.9713 -5.0893
H 1.7150 -4.7586 -3.5449
H -2.1195 1.2087 1.5017
O -3.4842 -3.7289 0.3261
H -1.1743 -4.2344 -1.5295
C -1.3757 -2.2368 6.1950
C -0.7392 -4.5396 -6.9170
H 0.0995 -1.6752 -1.5017
C 3.4054 2.3739 -4.9233
H -1.5746 2.5895 4.5418
H 3.6765 0.1975 -0.5761
H -0.6769 -3.9527 -7.8346
H 4.2000 2.8572 -5.4867
C 0.7102 -3.3246 6.7323
H 0.7481 -3.9657 4.2257
H 0.2106 -0.4270 -4.6541
H -3.2344 -1.2317 2.4198
N -2.1175 3.0078 -2.3987
C 4.0432 2.3965 -0.8198
H 1.7194 -1.0417 -1.9304
H -1.3790 -5.2853 1.3436
N 0.0064 3.7942 4.0229
H -1.5459 -4.2523 3.4665
H 1.7721 -1.7315 -4.2503
C -1.4679 3.9997 -3.2373
H -1.7216 -2.3588 7.2253
C 1.6630 -2.7808 -4.5274
H -0.0623 0.3485 -6.2243
C 3.8280 1.0883 -4.1844
H -2.1568 1.5719 -3.9618
H 0.2573 3.4273 6.8532
C 0.0505 3.1881 2.6981
H 2.4032 -1.1153 0.3508
C -3.1202 0.8174 1.6720
H 6.1893 0.1869 0.2350
H -2.2601 -0.0979 3.3951
C -3.1699 -0.2123 2.8014
O 1.6814 2.3560 -6.6337
C 3.7987 0.0306 -5.2897
H -1.7661 -0.0508 6.2374
H -3.8967 0.2078 -3.1431
H -0.6648 -3.1086 2.4047
C -1.7519 -5.3455 0.3197
C 4.2413 1.0387 -0.1874
H 0.6251 3.2669 -3.3143
H -4.2905 1.3542 -1.8083
C -2.4243 -3.1351 -0.2020
H -0.2106 -0.5970 6.8978
H -2.5817 4.0730 2.7920
O 0.3624 0.7299 0.3375
C 1.5899 -3.7030 -3.3180
C 6.3300 2.2006 -0.6348
C 1.6193 -4.5307 6.5566
H -4.0229 0.0295 4.7360
C 1.0233 3.1505 4.8628
H 0.4576 -2.2177 4.2267
C 0.4632 -4.2176 -6.0530
H 0.6880 -3.5647 -2.7277
H -3.6178 -5.4299 1.4548
H 0.8751 2.0602 4.8589
O 2.7677 0.4801 -6.1600
C 0.3034 -1.8133 -6.3026
H 1.2520 -2.3254 0.6213
C -3.2766 -5.1355 0.4668
C -0.9507 -0.7578 6.1054
H 1.3639 -4.2759 -6.6867
H -2.2909 -2.3501 5.6054
H 3.7145 -1.0076 -4.9947
H -0.7779 3.5469 2.0871
C 0.8978 -0.9919 -1.2187
C -1.0891 -3.2558 3.3971
H -0.4838 2.5235 -4.4592
H -3.8011 4.2066 -1.9221
H 2.2690 -4.7135 7.4082
H 1.9983 3.2881 4.3910
H -1.7706 5.4455 -0.9368
H -3.3532 2.9069 -0.7496
C -2.1336 4.5434 -0.4562
H -0.3783 -2.1087 -7.0949
H -0.3569 -3.7364 -0.0140
H 5.8236 0.2417 -1.4546
H 1.3963 -2.4671 6.6191
H 6.8207 2.5608 0.2668
C -2.9811 3.6934 -1.4088
H -3.3978 4.1998 4.3205
C -4.7824 1.4712 3.2225
H -2.6979 4.7671 0.4540
H 4.7838 1.2446 -3.6774
C -0.2455 -0.5546 -5.6401
O -4.2180 1.7377 2.0186
C 1.3523 3.4937 1.9336
H -2.0981 4.5384 -3.9644
H 4.7359 0.1691 -5.8446
H -0.3866 -0.5139 5.1997
C -3.5023 0.9290 -2.4329
O 5.2079 3.0623 -0.9633
C 5.7130 0.8078 -0.5298
H 1.9545 3.3228 6.7839
N -0.4395 -3.2646 5.8263
H 1.0079 -5.4320 6.4165
C -0.2191 3.4671 -3.9760
C -4.3462 0.0857 3.6976
H -5.1762 -0.6156 3.6113
H -1.3534 3.9992 5.6278
H 1.1841 4.8507 6.2958
H 1.7033 4.4934 2.1746
C -2.8062 2.0449 -3.2276
H 0.9903 1.2556 -1.4536
H -1.7090 -4.3599 -6.4554
H 2.4374 -3.3778 -2.7024
H -2.2972 5.4615 3.6940
H -1.3129 3.9649 -0.0277
C 0.3427 0.4537 -1.1036
H 6.9861 2.2487 -1.5032
H 0.2974 -3.2448 7.7398
C 1.3353 -1.3239 0.2005
H 2.1128 2.7305 2.1097
H 2.1826 -4.4820 5.6253
O -5.6292 2.1911 3.6674
H 0.0898 4.1904 -4.7299
H -0.1295 2.1014 2.7372
O 0.5697 -0.3413 2.2811
```

Its spin multiplicity is 1. As for the energy above the lowest of the compared OMol25 structures with the same formula, charge and spin: 0.0 kcal per mole. Its LUMO energy is 0.026 eV. The total charge is 0. Its largest force on an atom is 2.547 eV Å⁻¹.



Below is a gas-phase ion, C5H8N2PS (charge +1), with properties calculated with ωB97M-V/def2-TZVPD.

```
17
Properties=species:S:1:pos:R:3
H 1.9657 -1.8549 0.5876
C -0.6531 -0.5830 1.0663
P 1.7008 2.3874 -0.8063
H 0.5143 -2.4637 -0.1047
H 1.1930 -3.1676 1.3818
H 2.9991 0.6302 -2.4699
H -2.8432 1.0610 -0.5240
C -1.0231 2.1979 -0.6841
H -2.4515 -0.5807 0.3140
N -1.5644 -0.1292 0.3173
C 1.0148 -2.2503 0.8079
C 0.1530 -1.3625 1.6323
N 0.2474 2.6931 -0.5242
C -1.7580 1.1249 -0.3047
H -1.5021 3.0172 -1.1607
S 1.6249 0.7577 -2.1466
H 0.3823 -1.4774 2.6181
```

Its spin multiplicity is 1. As for the energy above the lowest of the compared OMol25 structures with the same formula, charge and spin: 61.0 kcal per mole. Its LUMO energy is -4.596 eV. The total charge is +1. Its largest force on an atom is 2.950 eV Å⁻¹.



Below is HNO3P2 in the gas phase, with properties calculated with ωB97M-V/def2-TZVPD.

```
7
Properties=species:S:1:pos:R:3
O 0.1651 1.8719 0.6870
O -1.4321 0.7415 -0.8751
P -0.0734 0.7587 -0.1909
N -0.9311 -0.6492 0.6268
O -1.2249 -1.7600 0.5165
H 2.0228 -0.4824 0.2541
P 1.4736 -0.4805 -1.0184
```

Its spin multiplicity is 3. As for the energy above the lowest of the compared OMol25 structures with the same formula, charge and spin: 11.0 kcal per mole. Its LUMO energy (spin up / spin down) is -1.630 / -3.075 eV. The total charge is 0. Its largest force on an atom is 3.606 eV Å⁻¹.



Below is a molecular structure, C36H28I2MnN2O3PS5, with properties calculated with ωB97M-V/def2-TZVPD.

```
78
Properties=species:S:1:pos:R:3
H 0.2878 1.3271 -4.6612
C 2.6803 -0.2213 3.4755
H -1.7860 -1.8572 -4.7491
C -2.4084 3.7545 -0.3559
C 1.2661 4.0417 3.4895
C -4.8006 2.4095 -0.1949
N -0.5421 -1.8410 -1.6413
H 2.7965 -6.7091 -1.3886
C 1.8669 -1.7180 1.6563
H 1.0323 1.5090 5.8765
C 0.9421 3.3426 -1.4380
P -0.7450 1.5783 0.1219
H -5.7239 1.8528 -0.1151
I -1.8196 0.7761 4.9420
H 3.6875 -0.4752 3.1640
H 2.9516 -1.8679 1.5629
Mn -1.0697 -1.3720 0.5324
H 1.9889 1.9444 0.9407
H 3.0944 3.2052 2.7311
H 1.4124 -2.6830 1.9003
C -1.4189 -1.7697 -2.6397
H 3.1683 -5.0619 -0.8207
C 0.0029 2.6163 1.4363
C -1.4184 -5.9415 -2.5644
C 2.4841 0.5906 4.5800
N 1.2835 -1.3123 0.3653
C 1.1986 0.8867 5.0079
C -3.5903 4.4507 -0.5186
H -1.8173 3.4184 2.2437
C 0.2680 -0.4157 3.1358
S -2.1150 -4.8784 -1.4006
C 1.3901 2.5543 1.6094
C 0.2956 -2.1090 -4.2527
C -0.8260 -4.8722 -0.2021
C -0.1071 1.5083 -2.5642
C -1.0422 -1.9041 -3.9663
C -3.7903 0.1750 0.1312
H 2.2589 -2.3486 -3.3975
H 1.5827 -0.3689 0.1334
H -0.7591 0.6436 -2.5418
C 2.9406 -6.0792 -0.5130
C 1.6062 -0.7359 2.7651
C -0.1107 4.0836 3.3524
S 1.5022 -6.1357 0.5885
H -0.7098 4.6562 4.0494
O -2.7823 -0.5562 -0.1800
C -3.6128 1.6885 -0.0509
S -1.0364 -3.8878 1.2006
C 0.4785 1.8973 -3.7601
C 0.1129 2.2227 -1.3857
C 1.3093 3.0082 -3.7965
H 2.6949 -2.1688 -0.9981
C 2.0199 3.2693 2.6126
H -1.4687 4.2922 -0.4099
H 1.7755 3.3116 -4.7257
I 4.1256 1.4157 5.5795
H -2.4476 -1.6010 -2.3427
H -5.7353 4.3020 -0.5488
H 1.7550 4.5870 4.2874
C 0.7456 -2.0584 -1.9092
H 1.4590 -3.2405 -0.3212
H -3.5686 5.5170 -0.7083
C 0.1879 -5.7275 -0.4989
C 0.1251 0.3853 4.2996
H 2.1799 4.6012 -2.6524
C -2.3935 2.3754 -0.1157
C 1.2057 -2.1831 -3.2108
H 3.7775 -6.4692 0.0657
H 0.6282 -2.2185 -5.2772
C 1.5378 3.7290 -2.6325
O -0.7598 -0.8267 2.4824
S 0.0450 -6.6396 -1.9930
S -2.0938 -6.2821 -4.0308
O -4.8816 -0.2245 0.5018
H 1.1285 3.9190 -0.5403
C 1.6385 -2.2342 -0.7070
C -4.7987 3.7706 -0.4305
C -0.7397 3.3787 2.3308
```

Its spin multiplicity is 6. Its LUMO energy (spin up / spin down) is 2.008 / 2.007 eV. The total charge is -1. Its largest force on an atom is 0.318 eV Å⁻¹.



Below is C2H5OPS in the gas phase, with properties calculated with ωB97M-V/def2-TZVPD.

```
10
Properties=species:S:1:pos:R:3
H -1.6068 0.0487 -1.7393
H -1.0516 -1.1743 -0.4223
C -1.0972 -0.1633 -0.6927
H 2.8800 1.1418 -0.0173
H 1.1230 -1.0927 0.8201
C 1.5448 -0.1114 0.3444
S -2.5486 0.4573 0.3267
O 2.8386 0.2686 0.3535
P 0.4339 0.8689 -0.4435
H -2.5162 -0.2436 1.4702
```

Its spin multiplicity is 1. As for the energy above the lowest of the compared OMol25 structures with the same formula, charge and spin: 44.1 kcal per mole. Its LUMO energy is 0.456 eV. The total charge is 0. Its largest force on an atom is 3.092 eV Å⁻¹.



total charge of number 5 (HNO3P2)? 0